Record 1
{
  "formula": "C3H10N2",
  "method": "ωB97M-V/def2-TZVPD",
  "s_squared": 0.76,
  "multiplicity": 2,
  "orbital_gap_ha": [0.438, 0.173],
  "total_charge": 1,
  "species": ["C", "C", "C", "N", "N", "H", "H", "H", "H", "H", "H", "H", "H", "H", "H"],
  "positions_angstrom": [[0.316, -0.887, 1.174], [0.543, -0.597, -0.305], [-0.370, 0.544, -0.756], [-0.623, 0.564, -2.145], [-0.264, 0.209, 1.865], [-0.366, -1.728, 1.263], [1.254, -1.184, 1.670], [1.554, -0.214, -0.451], [0.368, -1.524, -0.842], [0.086, 1.489, -0.439], [-1.321, 0.405, -0.184], [-0.008, 0.013, -2.731], [-0.824, 1.485, -2.507], [-0.199, 0.275, 2.875], [-0.146, 1.150, 1.512]],
  "nbo_charge": [-0.26, -0.43, -0.23, -0.64, -0.52, 0.25, 0.26, 0.24, 0.25, 0.21, 0.25, 0.40, 0.40, 0.41, 0.39]
}

***

Record 2
{
  "formula": "C3H10N2O",
  "method": "ωB97M-V/def2-TZVPD",
  "smiles": "CNCN.C=O",
  "orbital_gap_ha": 0.355,
  "total_charge": 0,
  "species": ["C", "N", "C", "N", "H", "H", "H", "H", "H", "H", "H", "H", "C", "O", "H", "H"],
  "positions_angstrom": [[-1.133, 1.245, -0.750], [-0.077, 0.429, -0.165], [1.101, 0.301, -1.014], [0.858, -0.399, -2.260], [-1.847, 1.502, 0.029], [-0.756, 2.195, -1.171], [-1.661, 0.695, -1.528], [0.195, 0.802, 0.734], [1.845, -0.259, -0.451], [1.548, 1.277, -1.258], [0.340, -1.247, -2.050], [0.244, 0.148, -2.850], [-0.159, -1.682, 3.184], [0.239, -0.579, 2.953], [-0.755, -2.247, 2.442], [0.019, -2.182, 4.156]],
  "nbo_charge": [-0.43, -0.64, -0.05, -0.83, 0.20, 0.16, 0.19, 0.37, 0.18, 0.15, 0.35, 0.35, 0.29, -0.50, 0.11, 0.10]
}

***

Record 3
{
  "formula": "C3H10N2O",
  "method": "ωB97M-V/def2-TZVPD",
  "smiles": "NC[C@H](N)CO",
  "orbital_gap_ha": 0.368,
  "total_charge": 0,
  "species": ["N", "C", "C", "N", "C", "O", "H", "H", "H", "H", "H", "H", "H", "H", "H", "H"],
  "positions_angstrom": [[0.303, 0.987, 1.615], [-0.469, -0.192, 1.236], [-0.118, -0.702, -0.154], [1.307, -0.968, -0.151], [-0.628, 0.295, -1.227], [-0.310, -0.093, -2.538], [0.520, 0.970, 2.608], [-0.274, 1.825, 1.464], [-1.553, -0.045, 1.342], [-0.231, -1.011, 1.924], [-0.673, -1.620, -0.327], [1.686, -1.114, -1.105], [1.748, -0.091, 0.203], [-1.718, 0.348, -1.191], [-0.203, 1.299, -0.995], [0.612, 0.113, -2.706]],
  "nbo_charge": [-0.86, -0.23, -0.09, -0.84, -0.08, -0.72, 0.37, 0.36, 0.18, 0.20, 0.19, 0.35, 0.37, 0.18, 0.15, 0.46]
}

***

Record 4
{
  "formula": "C3H10N2O",
  "method": "ωB97M-V/def2-TZVPD",
  "smiles": "C=CN.NCO",
  "orbital_gap_ha": 0.341,
  "total_charge": 0,
  "species": ["C", "C", "N", "H", "H", "H", "H", "H", "N", "C", "O", "H", "H", "H", "H", "H"],
  "positions_angstrom": [[2.618, 1.606, -0.641], [1.769, 2.567, -1.019], [0.370, 2.542, -0.971], [3.655, 1.843, -0.469], [2.249, 0.623, -0.363], [2.159, 3.562, -1.220], [-0.032, 3.034, -1.757], [0.095, 1.567, -0.941], [-2.295, -1.435, 1.142], [-1.690, -2.569, 0.484], [-0.900, -3.327, 1.410], [-2.260, -0.526, 0.705], [-1.959, -1.302, 2.086], [-2.472, -3.253, 0.175], [-1.066, -2.224, -0.382], [-0.241, -2.709, 1.761]],
  "nbo_charge": [-0.52, 0.01, -0.80, 0.21, 0.18, 0.18, 0.37, 0.36, -0.88, 0.10, -0.71, 0.37, 0.37, 0.16, 0.13, 0.46]
}

***

Record 5
{
  "formula": "C3H10N2O",
  "method": "ωB97M-V/def2-TZVPD",
  "orbital_gap_ha": 0.241,
  "total_charge": 0,
  "species": ["C", "C", "C", "N", "N", "O", "H", "H", "H", "H", "H", "H", "H", "H", "H", "H"],
  "positions_angstrom": [[-0.255, 0.511, -0.629], [0.567, -0.070, 1.900], [-0.741, 0.199, -2.054], [-1.210, 0.881, 0.314], [0.373, -0.782, 0.017], [1.213, -1.119, 2.477], [2.076, -1.251, 2.064], [-1.576, 1.811, 0.112], [0.611, 1.201, -0.713], [1.120, -1.238, -0.502], [-0.387, -1.442, 0.171], [1.161, 0.803, 1.653], [-0.374, 0.108, 2.390], [-1.601, -0.473, -2.016], [-1.033, 1.131, -2.539], [0.055, -0.269, -2.645]],
  "nbo_charge": [0.13, 0.25, -0.64, -1.08, -0.71, -0.67, 0.48, 0.33, 0.11, 0.38, 0.39, 0.18, 0.24, 0.21, 0.22, 0.18]
}

***

Looking at calculated total energy for the records above, in order, we have -229.4688 -305.0050 -305.0389 -305.0026 -304.8983 a.u..
Looking at energy above the lowest of the compared OMol25 structures with the same formula, charge and spin for the records above, in order, we have 15.4 43.7 22.5 45.2 110.6 kcal per mole.